# 1
DFT (the ωB97M-V functional and the def2-TZVPD basis) results for C3H4BF2IN2O5SSeTi as an isolated structure.

Calculated values
E_HOMO   -9.3 eV
Relative energy (zero: lowest compared OMol25 entry of this formula, charge and spin)   0.279 eV
Energy   -4774.030807 a.u.
Kohn-Sham gap   6.889 eV
Spin multiplicity   1
Lowest unoccupied orbital energy   -0.090 hartree

Each line ends with the natural charge from an NBO analysis.
Atoms and positions in Å:
Ti (0.336, 0.056, -0.997)  1.4377
O (0.522, 1.382, 2.549)  -0.8199
S (0.105, 0.680, 1.410)  2.5797
O (1.058, -0.334, 0.797)  -0.8895
O (-1.190, -0.088, 1.670)  -0.8784
O (-0.168, 1.512, 0.148)  -0.9008
F (-2.718, -1.816, 1.252)  -0.4882
B (-1.825, -1.038, 0.653)  1.0714
F (-0.809, -1.721, -0.054)  -0.5058
Se (2.534, 0.674, -1.851)  0.1533
C (2.854, 1.925, -0.511)  0.0010
N (2.988, 2.714, 0.317)  -0.3028
N (-0.780, -1.399, -4.517)  -0.8132
C (-0.402, -0.348, -3.710)  0.4740
O (0.081, -0.817, -2.505)  -0.6622
C (-0.429, 0.949, -3.995)  -0.5743
I (-2.775, 0.210, -1.060)  -0.1162
H (-0.959, -2.263, -4.035)  0.3986
H (-1.467, -1.180, -5.219)  0.3933
H (-0.824, 1.297, -4.939)  0.2269
H (-0.039, 1.700, -3.324)  0.2155

# 2
DFT (the ωB97M-V functional and the def2-TZVPD basis) results for C3H4BF4N2Se4Tl as an isolated structure.

Calculated values
E_HOMO   -1.1 eV
Relative energy (zero: lowest compared OMol25 entry of this formula, charge and spin)   0.000 eV
Charge   -2
Energy   -10429.134455 a.u.
Kohn-Sham gap   5.957 eV
Spin multiplicity   1
Lowest unoccupied orbital energy   0.180 hartree

Each line ends with the natural charge from an NBO analysis.
Atoms and positions in Å:
Tl (0.669, -2.252, 0.255)  0.6536
Se (3.390, -1.299, -1.452)  -0.7352
Se (4.030, -2.076, 0.659)  -0.1388
Se (3.252, -0.586, 2.301)  -0.1352
Se (1.280, -1.510, 3.188)  -0.6941
F (-1.973, -1.724, -0.548)  -0.5843
B (-3.357, -1.586, -0.863)  1.3559
F (-3.854, -0.404, -0.287)  -0.5804
F (-4.055, -2.702, -0.358)  -0.5839
F (-3.501, -1.532, -2.265)  -0.5849
N (0.868, 0.986, -0.899)  -0.3229
C (0.734, 2.322, -0.837)  -0.0564
C (0.150, 2.600, 0.380)  -0.3644
C (-0.007, 1.342, 0.993)  -0.0252
N (0.428, 0.379, 0.202)  -0.2827
H (1.391, 0.435, -1.566)  0.4403
H (1.065, 2.960, -1.639)  0.2014
H (-0.110, 3.568, 0.772)  0.2085
H (-0.401, 1.080, 1.962)  0.2287

# 3
DFT (the ωB97M-V functional and the def2-TZVPD basis) results for the molecule C3H4BN.

Calculated values
E_HOMO   -10.5 eV
Relative energy (zero: lowest compared OMol25 entry of this formula, charge and spin)   0.956 eV
Energy   -196.224982 a.u.
Kohn-Sham gap   9.771 eV
Spin multiplicity   1
Lowest unoccupied orbital energy   -0.028 hartree

Each line ends with the natural charge from an NBO analysis.
Atoms and positions in Å:
B (0.176, 1.158, 0.342)  0.4607
C (-0.644, -0.083, 0.671)  -0.4919
C (-0.251, -1.205, -0.066)  -0.2159
C (-1.810, -0.037, 1.446)  0.2486
N (-2.702, 0.453, 1.998)  -0.2677
H (1.256, 0.996, 0.307)  -0.0901
H (-0.181, 2.345, 0.320)  -0.0570
H (-0.930, -2.015, -0.167)  0.1942
H (0.547, -1.336, -0.845)  0.2191

# 4
DFT (the ωB97M-V functional and the def2-TZVPD basis) results for C3H4BaLiO4 as an isolated structure.

Calculated values
E_HOMO   -20.0 eV
Charge   +3
Energy   -449.700242 a.u.
Kohn-Sham gap   8.780 eV
Spin multiplicity   1
Lowest unoccupied orbital energy   -0.411 hartree

Each line ends with the natural charge from an NBO analysis.
Atoms and positions in Å:
O (0.410, -0.326, -0.832)  -0.4871
C (-0.870, -0.792, -0.608)  1.0246
C (1.010, 0.439, 0.080)  0.4995
O (-1.287, -1.467, -1.572)  -0.8545
O (-1.431, -0.478, 0.434)  -0.8525
C (1.944, 0.131, 0.964)  -0.3961
Ba (-3.263, -3.077, -2.853)  1.9824
H (2.556, 0.899, 1.433)  0.2621
H (2.230, -0.915, 1.055)  0.2789
Li (-2.892, -0.660, 1.516)  0.9884
O (0.442, 1.757, 0.121)  -0.6315
H (0.452, 2.265, -0.716)  0.5844
H (0.699, 2.224, 0.977)  0.6014

# 5
DFT (the ωB97M-V functional and the def2-TZVPD basis) results for a 2-piece molecular cluster, C3H4Br2N2 overall.

Calculated values
E_HOMO   -8.4 eV
Relative energy (zero: lowest compared OMol25 entry of this formula, charge and spin)   2.034 eV
Energy   -5374.144864 a.u.
Kohn-Sham gap   8.619 eV
Spin multiplicity   1
Lowest unoccupied orbital energy   0.009 hartree

Each line ends with the natural charge from an NBO analysis.
Atoms and positions in Å:
N (0.746, -1.550, 1.090)  -0.5780
C (0.444, -0.477, 1.505)  0.3396
C (-0.019, 0.746, 1.593)  -0.4415
Br (1.250, 2.122, 1.737)  0.1065
Br (-1.894, 1.249, 1.766)  0.0836
H (0.882, -1.692, 0.012)  0.4413
C (-0.658, 0.021, -1.424)  -0.0093
N (0.321, -0.768, -1.406)  -0.6418
H (-0.605, 0.880, -2.143)  0.1673
H (-1.475, -0.118, -0.701)  0.1877
H (1.008, -0.414, -2.030)  0.3445

# 6
DFT (the ωB97M-V functional and the def2-TZVPD basis) results for C3H4Br2N2S as an isolated structure.

Calculated values
E_HOMO   -9.4 eV
Relative energy (zero: lowest compared OMol25 entry of this formula, charge and spin)   1.436 eV
Energy   -5772.317178 a.u.
Kohn-Sham gap   8.675 eV
Spin multiplicity   1
Lowest unoccupied orbital energy   -0.028 hartree

Each line ends with the natural charge from an NBO analysis.
Atoms and positions in Å:
C (0.544, -0.451, -0.317)  -0.3840
C (-1.324, 0.145, 0.100)  -0.0479
C (1.433, 0.750, -0.161)  -0.6395
N (-1.671, -0.639, 1.205)  -0.2677
N (-0.889, -1.519, 1.583)  -0.2528
S (0.468, -1.810, 0.787)  0.5349
Br (-1.484, 2.003, 0.153)  0.1598
Br (-2.322, -0.429, -1.636)  -0.0126
H (0.511, -0.880, -1.335)  0.2360
H (2.421, 0.267, -0.214)  0.2296
H (1.109, 1.196, 0.742)  0.2218
H (1.203, 1.367, -0.907)  0.2225